Arrangement w

Below is 2 unconnected molecules or ions with the total composition C4H4N2O, with properties calculated with ωB97M-V/def2-TZVPD.

```
11
Properties=species:S:1:pos:R:3:lowdin_charge:R:1
C 1.877 -0.464 2.247 -0.33
C 1.995 -2.143 0.653 -0.26
C -1.044 0.156 0.452 -0.07
C 0.229 0.336 0.122 -0.14
N 1.738 0.184 3.197 0.17
N 1.817 -1.060 1.111 0.12
O 2.248 -3.112 0.127 0.26
H -1.709 -0.381 -0.269 0.06
H -1.577 0.699 1.230 0.05
H 0.620 -0.223 -0.779 0.09
H 0.749 1.140 0.572 0.05
```

Results
**HOMO level**: -9.907 eV
**Structure (SMILES)**: N#CN=C=O.C=C
**Gap between HOMO and LUMO**: 10.238 eV
**Charge**: 0
**LUMO level**: 0.33 eV


Arrangement x

Below is 2 unconnected molecules or ions with the total composition C4H4N2O, with properties calculated with ωB97M-V/def2-TZVPD.

```
11
Properties=species:S:1:pos:R:3:lowdin_charge:R:1
C -1.133 1.755 -0.195 -0.35
C 0.914 -1.863 -0.252 -0.13
C -1.308 1.911 1.040 -0.02
C 1.975 -1.679 -1.058 0.02
N -0.919 -1.252 1.128 0.20
N -0.134 -1.329 0.290 -0.11
O -1.076 1.578 -1.345 0.15
H -0.669 1.810 1.889 0.06
H -2.292 2.466 1.205 0.11
H 2.197 -0.779 -1.561 0.04
H 2.445 -2.620 -1.140 0.03
```

Results
**HOMO level**: -8.478 eV
**Gap between HOMO and LUMO**: 8.019 eV
**Charge**: 0
**LUMO level**: -0.46 eV


Of them, arrangement w has the highest stability.